Entry 1:
This record from OMol25 describes 8 unconnected molecules or ions with the total composition C55H59FN9O in a non-equilibrium geometry. The level of theory is ωB97M-V/def2-TZVPD.

## Properties
LUMO energy = -4.27 eV
Kohn-Sham gap = 6.15 eV
E_tot = -76158.2554 eV

The geometry in ORCA input format:
```
! RIJCOSX wB97M-V def2-TZVPD def2/J DEFGRID3
* xyz 1 1
C 7.029 0.411 0.462
C 6.839 -0.287 -0.475
C 6.696 -1.090 -1.679
C 5.621 -0.510 -2.576
N 4.712 0.230 -1.989
N 3.753 0.682 -2.763
C 3.566 0.499 -4.055
C 2.353 1.101 -4.674
C 1.033 0.512 -4.182
C 0.053 1.394 -3.772
C -1.167 0.976 -3.285
C -1.464 -0.366 -3.180
C -0.514 -1.265 -3.598
C 0.716 -0.854 -4.099
C 1.648 -1.963 -4.532
C 4.545 -0.256 -4.750
C 4.431 -0.447 -6.229
C 4.882 0.813 -7.045
C 5.616 1.898 -6.288
F 3.771 1.387 -7.643
C 5.573 -0.762 -3.976
C 6.650 -1.637 -4.581
C 7.999 -0.951 -4.818
O 8.857 -1.833 -5.549
H 7.142 0.977 1.352
H 6.471 -2.129 -1.445
H 7.645 -1.055 -2.204
H 3.050 1.241 -2.281
H 2.425 1.051 -5.752
H 2.320 2.146 -4.365
H 0.212 2.465 -3.828
H -1.920 1.685 -2.975
H -2.393 -0.752 -2.794
H -0.709 -2.324 -3.524
H 1.172 -2.923 -4.365
H 2.561 -1.994 -3.943
H 1.858 -1.913 -5.596
H 5.003 -1.290 -6.582
H 3.401 -0.585 -6.523
H 5.543 0.466 -7.837
H 6.546 1.515 -5.882
H 5.893 2.664 -7.008
H 5.010 2.392 -5.532
H 6.317 -2.066 -5.515
H 6.794 -2.487 -3.910
H 8.506 -0.731 -3.882
H 7.901 -0.066 -5.436
H 8.518 -2.727 -5.443
N -2.402 -1.905 -0.333
C -1.266 -1.585 0.290
C -1.210 -1.084 1.580
C -2.402 -0.901 2.262
C -3.593 -1.223 1.634
C -3.539 -1.722 0.341
H -0.359 -1.742 -0.285
H -0.259 -0.844 2.037
H -2.405 -0.512 3.273
H -4.542 -1.092 2.136
H -4.445 -1.992 -0.189
N -2.586 2.315 -8.686
C -1.910 1.490 -7.892
C -0.549 1.600 -7.648
C 0.150 2.622 -8.270
C -0.538 3.490 -9.101
C -1.900 3.294 -9.273
H -2.494 0.702 -7.428
H -0.055 0.897 -6.988
H 1.215 2.740 -8.112
H -0.032 4.301 -9.607
H -2.478 3.952 -9.913
N -5.036 -0.827 5.440
C -6.356 -0.824 5.245
C -7.146 0.312 5.327
C -6.538 1.519 5.633
C -5.169 1.536 5.841
C -4.469 0.346 5.732
H -6.794 -1.789 5.012
H -8.212 0.250 5.157
H -7.115 2.433 5.711
H -4.655 2.457 6.084
H -3.394 0.316 5.887
N -3.626 -5.823 2.667
C -2.957 -6.675 3.442
C -1.588 -6.608 3.656
C -0.873 -5.602 3.027
C -1.553 -4.706 2.217
C -2.922 -4.860 2.073
H -3.555 -7.448 3.912
H -1.097 -7.328 4.298
H 0.198 -5.516 3.167
H -1.035 -3.907 1.708
H -3.493 -4.182 1.451
N -1.794 -2.342 9.277
C -1.124 -3.419 8.872
C -1.413 -4.112 7.706
C -2.460 -3.663 6.916
C -3.173 -2.545 7.320
C -2.797 -1.925 8.503
H -0.315 -3.738 9.521
H -0.832 -4.981 7.427
H -2.717 -4.178 5.997
H -3.999 -2.160 6.725
H -3.323 -1.045 8.857
N -6.903 4.454 6.599
C -7.294 4.941 7.776
C -7.152 6.270 8.143
C -6.568 7.143 7.240
C -6.154 6.655 6.012
C -6.345 5.309 5.742
H -7.742 4.224 8.454
H -7.490 6.610 9.112
H -6.439 8.188 7.489
H -5.694 7.301 5.278
H -6.039 4.885 4.791
N 2.558 0.363 1.843
C 2.162 0.858 3.016
C 2.305 2.189 3.378
C 2.895 3.058 2.475
C 3.316 2.562 1.252
C 3.122 1.215 0.990
H 1.710 0.143 3.695
H 1.964 2.534 4.344
H 3.026 4.103 2.721
H 3.786 3.204 0.520
H 3.440 0.782 0.045
*
```

Here are the Mulliken charges for atoms 1 to 2, given in e: number 1, C, carries 0.321; number 2, C, carries -1.155



Entry 2:
This record from OMol25 describes 7 unconnected molecules or ions with the total composition C55H61F2O17P in a non-equilibrium geometry. The level of theory is ωB97M-V/def2-TZVPD.

## Properties
LUMO energy = -1.85 eV
Kohn-Sham gap = 7.72 eV
SMILES = CC[C@H](F)P(F)(CCCCCCOC(C)=O)(CCCCOC)COC(C)=O.O=C1C=CC(=O)C=C1.O=C1C=CC(=O)C=C1.O=C1C=CC(=O)C=C1.O=C1C=CC(=O)C=C1.O=C1C=CC(=O)C=C1.O=C1C=CC(=O)C=C1
E_tot = -107548.3421 eV

The geometry in ORCA input format:
```
! RIJCOSX wB97M-V def2-TZVPD def2/J DEFGRID3
* xyz 0 1
C 0.018 -4.863 6.136
C -0.175 -5.756 4.904
C -1.468 -5.523 4.134
F -2.085 -6.755 3.882
P -1.331 -4.530 2.511
F -1.261 -3.674 1.033
C -0.162 -5.716 1.734
C 1.125 -5.097 1.180
C 2.105 -4.626 2.251
C 3.186 -3.671 1.722
C 3.493 -2.571 2.743
C 4.105 -3.143 3.999
O 4.193 -2.078 4.979
C 3.785 -2.419 6.226
C 2.683 -1.592 6.835
O 4.299 -3.339 6.866
C -0.880 -2.976 3.376
C -1.686 -1.764 2.879
C -1.346 -0.543 3.760
C -0.009 0.051 3.327
O -0.206 1.357 2.835
C 0.976 1.920 2.284
C -3.162 -4.814 2.219
O -3.726 -3.763 1.439
C -4.603 -4.122 0.466
C -4.484 -3.224 -0.733
O -5.395 -5.047 0.571
H -0.908 -4.438 6.509
H 0.650 -4.017 5.868
H 0.548 -5.375 6.930
H 0.715 -5.682 4.287
H -0.213 -6.788 5.245
H -2.138 -4.969 4.793
H -0.693 -6.116 0.874
H 0.078 -6.561 2.369
H 0.917 -4.316 0.459
H 1.618 -5.895 0.625
H 2.599 -5.503 2.663
H 1.572 -4.152 3.071
H 2.916 -3.220 0.774
H 4.111 -4.229 1.596
H 4.195 -1.845 2.346
H 2.564 -2.084 3.036
H 3.521 -3.960 4.408
H 5.118 -3.489 3.814
H 2.144 -2.232 7.518
H 3.093 -0.737 7.360
H 2.007 -1.246 6.057
H -1.099 -3.064 4.433
H 0.167 -2.737 3.222
H -2.746 -1.974 2.955
H -1.391 -1.495 1.875
H -2.110 0.210 3.605
H -1.288 -0.827 4.805
H 0.725 0.025 4.139
H 0.426 -0.552 2.522
H 0.882 2.035 1.212
H 1.159 2.877 2.764
H 1.852 1.303 2.472
H -3.670 -4.830 3.176
H -3.297 -5.790 1.765
H -3.767 -2.441 -0.513
H -5.450 -2.760 -0.894
H -4.127 -3.758 -1.603
O 1.841 2.320 -0.967
C 1.132 3.056 -1.622
C -0.346 3.008 -1.487
C -1.129 3.802 -2.213
C -0.557 4.767 -3.186
O -1.274 5.485 -3.849
C 0.920 4.814 -3.316
C 1.707 4.022 -2.590
H -0.743 2.295 -0.774
H -2.208 3.783 -2.134
H 1.315 5.525 -4.030
H 2.790 4.043 -2.673
O 10.621 -1.754 8.029
C 9.538 -1.248 7.831
C 8.438 -2.005 7.184
C 7.251 -1.445 6.965
C 6.976 -0.042 7.362
O 5.891 0.464 7.167
C 8.076 0.716 8.009
C 9.263 0.157 8.226
H 8.657 -3.028 6.905
H 6.435 -1.976 6.494
H 7.854 1.738 8.290
H 10.079 0.690 8.697
O 4.777 4.264 -3.128
C 5.372 3.590 -3.945
C 5.757 2.190 -3.645
C 6.409 1.450 -4.537
C 6.776 1.994 -5.870
O 7.367 1.320 -6.682
C 6.388 3.397 -6.167
C 5.736 4.136 -5.275
H 5.477 1.815 -2.668
H 6.700 0.426 -4.341
H 6.665 3.774 -7.144
H 5.443 5.160 -5.470
O -3.632 0.187 -1.888
C -4.716 0.726 -1.938
C -5.727 0.524 -0.870
C -6.918 1.113 -0.925
C -7.285 2.002 -2.057
O -8.367 2.545 -2.105
C -6.272 2.208 -3.122
C -5.083 1.616 -3.068
H -5.438 -0.125 -0.052
H -7.670 0.979 -0.158
H -6.555 2.860 -3.939
H -4.332 1.753 -3.835
O -5.605 4.037 -5.875
C -5.337 5.137 -5.429
C -3.987 5.728 -5.594
C -3.699 6.930 -5.102
C -4.717 7.729 -4.371
O -4.457 8.824 -3.928
C -6.068 7.132 -4.208
C -6.355 5.931 -4.700
H -3.258 5.133 -6.131
H -2.721 7.382 -5.208
H -6.794 7.730 -3.672
H -7.333 5.478 -4.593
O -6.390 1.368 -10.988
C -5.440 1.988 -10.564
C -4.232 2.210 -11.401
C -3.186 2.889 -10.938
C -3.184 3.452 -9.565
O -2.233 4.074 -9.139
C -4.388 3.231 -8.729
C -5.435 2.553 -9.192
H -4.256 1.791 -12.399
H -2.296 3.062 -11.529
H -4.369 3.647 -7.733
H -6.323 2.382 -8.596
*
```

Here are the Mulliken charges for atoms 1 to 2, given in e: number 1, C, carries -1.335; number 2, C, carries -0.118



Entry 3:
This record from OMol25 describes 12 unconnected molecules or ions with the total composition C55H75N7O5 in a non-equilibrium geometry. The level of theory is ωB97M-V/def2-TZVPD.

## Properties
LUMO energy = 0.49 eV
Kohn-Sham gap = 9.89 eV
SMILES = c1ccncc1.c1ccncc1.c1ccncc1.c1ccncc1.c1ccncc1.c1ccncc1.c1ccncc1.C1CCOC1.C1CCOC1.C1CCOC1.C1CCOC1.C1CCOC1
E_tot = -78912.8431 eV
Energy relative to the best compared isomer or geometry (same formula, charge and spin) = 2.5117 eV

The geometry in ORCA input format:
```
! RIJCOSX wB97M-V def2-TZVPD def2/J DEFGRID3
* xyz 0 1
C 2.207 -5.273 -2.508
C 1.345 -4.639 -1.622
C 0.508 -5.453 -0.854
N 0.722 -6.782 -0.836
C 1.606 -7.403 -1.714
C 2.338 -6.641 -2.571
H 2.838 -4.655 -3.130
H 1.467 -3.568 -1.551
H -0.184 -5.061 -0.123
H 1.543 -8.481 -1.740
H 3.056 -7.115 -3.223
C -1.765 -2.878 4.286
C -2.441 -2.576 3.133
C -2.434 -3.519 2.104
N -1.953 -4.820 2.289
C -1.233 -5.072 3.440
C -1.077 -4.053 4.463
H -1.631 -2.141 5.064
H -2.954 -1.645 2.942
H -2.999 -3.328 1.204
H -0.844 -6.068 3.596
H -0.676 -4.157 5.461
C 2.114 3.140 1.229
C 2.484 4.472 0.974
C 3.204 5.208 1.965
N 3.526 4.685 3.175
C 3.294 3.364 3.351
C 2.556 2.588 2.428
H 1.544 2.673 0.439
H 2.267 4.836 -0.019
H 3.433 6.246 1.774
H 3.513 2.928 4.314
H 2.350 1.569 2.719
C -0.330 -2.231 -4.787
C 0.820 -2.795 -5.372
C 1.528 -2.036 -6.250
N 1.131 -0.775 -6.601
C 0.005 -0.296 -6.072
C -0.834 -1.015 -5.217
H -0.867 -2.760 -4.013
H 1.162 -3.789 -5.128
H 2.481 -2.430 -6.571
H -0.257 0.703 -6.388
H -1.735 -0.593 -4.796
C -0.929 0.168 6.582
C -0.154 0.300 5.392
C -0.848 0.511 4.202
N -2.159 0.514 4.080
C -2.854 0.358 5.213
C -2.352 0.192 6.503
H -0.468 0.146 7.559
H 0.916 0.451 5.401
H -0.210 0.753 3.364
H -3.914 0.476 5.044
H -2.846 0.007 7.445
C 2.413 2.315 -2.564
C 3.688 2.911 -2.352
C 4.799 2.352 -3.039
N 4.697 1.219 -3.789
C 3.392 0.795 -4.079
C 2.230 1.276 -3.456
H 1.580 2.804 -2.080
H 3.807 3.826 -1.790
H 5.764 2.836 -3.024
H 3.453 -0.071 -4.722
H 1.305 0.731 -3.575
C 2.427 -2.412 3.069
C 2.837 -3.721 3.346
C 3.408 -3.997 4.593
N 3.571 -3.069 5.551
C 3.055 -1.846 5.267
C 2.545 -1.471 4.010
H 2.106 -2.191 2.062
H 2.876 -4.495 2.593
H 3.882 -4.941 4.815
H 3.025 -1.098 6.046
H 2.252 -0.444 3.850
C 6.208 -1.230 0.452
C 5.497 0.032 -0.008
C 4.232 -0.522 -0.582
O 4.011 -1.784 0.098
C 5.061 -2.033 1.079
H 7.013 -1.017 1.155
H 6.693 -1.861 -0.292
H 6.157 0.480 -0.751
H 5.340 0.831 0.716
H 4.273 -0.793 -1.637
H 3.420 0.180 -0.394
H 5.250 -3.102 1.179
H 4.748 -1.576 2.017
C -1.339 -0.749 -1.280
C -0.200 -1.244 -0.411
C -0.360 -0.329 0.858
O -0.774 0.961 0.366
C -1.559 0.695 -0.799
H -2.249 -1.342 -1.200
H -0.995 -0.701 -2.313
H 0.811 -1.110 -0.797
H -0.392 -2.276 -0.117
H 0.587 -0.227 1.388
H -1.132 -0.597 1.579
H -1.155 1.356 -1.566
H -2.622 0.882 -0.647
C -3.760 2.248 -3.156
C -5.038 1.517 -3.648
C -4.710 1.293 -5.069
O -3.834 2.368 -5.445
C -2.979 2.621 -4.366
H -3.181 1.601 -2.496
H -4.121 3.086 -2.560
H -5.853 2.224 -3.488
H -5.198 0.532 -3.210
H -5.582 1.249 -5.721
H -4.208 0.354 -5.298
H -2.835 3.699 -4.438
H -2.015 2.119 -4.449
C -5.543 -0.140 -0.153
C -5.625 1.280 0.367
C -4.810 1.120 1.641
O -4.977 -0.209 2.101
C -5.026 -1.059 0.996
H -5.039 -0.148 -1.119
H -6.562 -0.375 -0.460
H -6.625 1.507 0.738
H -5.279 2.140 -0.207
H -5.242 1.820 2.357
H -3.757 1.387 1.548
H -5.625 -1.944 1.213
H -4.021 -1.364 0.707
C -1.563 6.894 -0.645
C -2.480 5.845 -0.026
C -1.777 4.432 -0.290
O -0.662 4.738 -1.063
C -0.287 6.067 -0.726
H -1.434 7.758 0.007
H -1.846 7.105 -1.676
H -3.549 5.872 -0.235
H -2.361 5.763 1.055
H -2.368 3.798 -0.952
H -1.586 3.896 0.639
H 0.359 6.491 -1.495
H 0.352 5.947 0.149
*
```

Here are the Mulliken charges for atoms 1 to 2, given in e: number 1, C, carries -0.705; number 2, C, carries 0.146